Entry 1:
# C24H40N5O6SSi2TeV

A structure of composition C24H40N5O6SSi2TeV at a distorted geometry (the ωB97M-V functional and the def2-TZVPD basis, the OMol25 dataset).

Summary:
Kohn-Sham gap (spin up / spin down), eV: 5.3 / 5.3
M, g mol⁻¹: 761.4
Multiplicity: 4
E, hartree: -3853.10859
Largest force on an atom, Eh/bohr: 0.051
Relative energy (zero: lowest compared OMol25 entry of this formula, charge and spin), kcal/mol: 27.1
Total charge: -1

Each line ends with the Löwdin charge.
Positions of all 80 atoms, in Å:
1 V 1.921 0.241 1.414  0.7207
2 C 2.397 -2.083 -0.415  -0.1756
3 C 3.248 -0.907 -0.895  -0.1666
4 N 3.713 -0.111 0.272  -0.1014
5 C 4.697 -0.781 1.177  -0.0916
6 C 4.088 -1.206 2.522  -0.2227
7 C 4.752 -1.930 3.483  -0.0304
8 C 4.132 -2.122 4.722  -0.0588
9 C 2.890 -1.576 4.971  -0.0364
10 C 2.253 -0.867 3.963  -0.2460
11 C 0.965 -0.065 4.114  -0.1142
12 N 0.314 0.140 2.777  -0.0891
13 C -0.714 -0.914 2.403  -0.2478
14 C 0.682 -2.694 1.242  -0.2897
15 N 1.291 -1.605 0.444  -0.1022
16 N 2.856 -0.719 2.772  0.0171
17 H 3.008 -2.760 0.187  0.1161
18 H 2.027 -2.641 -1.279  0.1234
19 H 2.632 -0.261 -1.521  0.1144
20 H 4.088 -1.285 -1.485  0.1173
21 H 4.083 0.777 -0.046  0.1293
22 H 5.499 -0.074 1.386  0.1309
23 H 5.145 -1.644 0.678  0.1196
24 H 5.743 -2.323 3.288  0.1092
25 H 4.638 -2.689 5.494  0.1036
26 H 2.391 -1.708 5.922  0.1224
27 H 1.248 0.917 4.495  0.1320
28 H 0.277 -0.550 4.812  0.0935
29 H -0.170 1.033 2.784  0.1269
30 H -1.174 -0.541 1.484  0.0944
31 H -1.463 -0.963 3.193  0.1019
32 H 0.214 -3.413 0.560  0.1032
33 H 1.504 -3.217 1.755  0.0857
34 H 0.568 -1.218 -0.162  -0.0007
35 O 2.386 5.964 -0.677  0.1166
36 C 2.230 4.852 -0.249  -0.2663
37 C 1.444 3.729 -0.926  -0.2977
38 O 0.904 3.821 -2.015  0.0535
39 C 1.518 2.582 -0.030  -0.2881
40 C 2.307 2.902 1.107  -0.2897
41 O 2.559 2.025 2.010  -0.0998
42 C 2.799 4.287 1.051  -0.2960
43 O 3.524 4.866 1.828  0.0924
44 O 1.010 1.392 -0.180  -0.2235
45 O -0.910 -2.441 4.799  -0.7529
46 S 0.086 -3.118 3.800  0.7261
47 N -0.270 -2.255 2.242  -0.3662
48 C -4.415 -3.484 -2.972  -0.1912
49 Si -3.505 -2.270 -1.885  0.3308
50 C -4.726 -1.306 -0.872  -0.1878
51 C -2.383 -3.224 -0.752  -0.1890
52 C -2.514 -1.113 -2.948  -0.6018
53 Te -1.143 0.082 -1.802  1.3127
54 C -1.107 1.643 -3.252  -0.5699
55 Si -2.404 2.948 -2.937  0.3514
56 C -2.460 3.537 -1.182  -0.1810
57 C -2.094 4.392 -4.066  -0.1807
58 C -4.087 2.239 -3.332  -0.1909
59 H -5.107 -4.098 -2.386  0.0287
60 H -3.709 -4.157 -3.472  0.0282
61 H -4.993 -2.969 -3.747  0.0282
62 H -5.272 -1.962 -0.188  0.0336
63 H -5.456 -0.792 -1.507  0.0297
64 H -4.208 -0.548 -0.276  0.0227
65 H -2.916 -4.056 -0.282  0.0422
66 H -1.989 -2.601 0.060  0.0128
67 H -1.531 -3.638 -1.301  0.0354
68 H -3.184 -0.418 -3.462  -0.0075
69 H -1.949 -1.656 -3.711  0.0068
70 H -1.232 1.148 -4.218  0.0110
71 H -0.116 2.095 -3.198  -0.0102
72 H -1.517 4.014 -0.908  0.0261
73 H -2.640 2.710 -0.491  0.0135
74 H -3.264 4.271 -1.065  0.0342
75 H -1.138 4.859 -3.809  0.0319
76 H -2.884 5.144 -3.962  0.0289
77 H -2.054 4.082 -5.116  0.0292
78 H -4.349 1.432 -2.637  0.0129
79 H -4.134 1.838 -4.352  0.0317
80 H -4.853 3.017 -3.244  0.0308

=====

Entry 2:
# C24H40O24S2

A structure of composition C24H40O24S2 at a distorted geometry (the ωB97M-V functional and the def2-TZVPD basis, the OMol25 dataset).

Summary:
Kohn-Sham gap, eV: 9.2
M, g mol⁻¹: 776.7
E, hartree: -3540.18641
Largest force on an atom, Eh/bohr: 0.200
Relative energy (zero: lowest compared OMol25 entry of this formula, charge and spin), kcal/mol: 77.4

Each line ends with the Löwdin charge.
Positions of all 90 atoms, in Å:
1 O -0.817 -2.615 -0.235  -0.2935
2 S 0.001 -1.522 0.291  0.6854
3 O 0.660 -1.609 1.600  -0.3023
4 O 1.283 -1.469 -0.797  -0.2609
5 C 2.065 -2.601 -0.919  -0.3406
6 C 3.304 -2.329 -1.645  -0.0560
7 C -0.865 0.023 0.150  -0.0812
8 H 1.515 -3.304 -1.437  0.0911
9 H 2.359 -2.991 0.102  0.1454
10 H 3.946 -1.958 -1.012  -0.0140
11 H 3.272 -1.449 -2.299  0.0662
12 H 3.955 -3.257 -2.170  0.1739
13 H -0.228 0.869 0.306  0.0596
14 H -1.500 -0.119 1.067  0.0861
15 H -1.464 -0.037 -0.754  0.0596
16 O -4.155 -1.089 -0.652  -0.2871
17 S -4.777 -0.294 -1.685  0.6670
18 O -5.037 1.130 -1.364  -0.3092
19 O -3.458 -0.075 -2.681  -0.2657
20 C -2.808 -1.203 -3.223  -0.2770
21 C -1.823 -1.097 -4.376  -0.0149
22 C -6.105 -0.998 -2.598  -0.1386
23 H -3.551 -1.949 -3.441  0.0971
24 H -2.330 -1.750 -2.323  0.1259
25 H -1.291 -1.833 -4.585  0.0001
26 H -1.303 -0.223 -4.180  0.0702
27 H -2.222 -1.212 -5.346  0.0819
28 H -6.820 -0.200 -3.019  0.1183
29 H -6.398 -1.916 -2.013  0.0986
30 H -5.955 -1.415 -3.592  0.0661
31 C -3.821 4.699 1.221  -0.0421
32 C -3.220 3.935 -0.045  -0.1111
33 O -2.337 2.946 0.483  0.0293
34 C -2.606 2.813 1.829  -0.4945
35 O -2.033 2.067 2.631  0.1105
36 O -3.471 3.757 2.274  0.0508
37 H -5.212 4.801 0.913  0.2417
38 H -3.338 5.525 1.254  0.0339
39 H -2.603 4.531 -0.571  0.0801
40 H -3.949 3.503 -0.705  0.1047
41 C 2.943 0.129 -4.733  -0.1536
42 C 3.340 0.965 -6.039  -0.0744
43 O 3.531 -0.107 -6.925  0.0750
44 C 3.046 -1.220 -6.529  -0.5996
45 O 2.914 -2.235 -7.186  0.1321
46 O 2.678 -1.165 -5.212  0.0278
47 H 1.917 0.441 -4.120  0.1666
48 H 3.773 0.328 -3.814  0.1507
49 H 4.390 1.569 -6.022  0.1957
50 H 2.474 1.336 -6.297  0.0629
51 C 1.610 3.920 -0.353  -0.1144
52 C 2.197 3.256 0.821  -0.0806
53 O 3.060 2.254 0.253  0.1001
54 C 3.102 2.270 -0.944  -0.7491
55 O 3.719 1.521 -1.620  0.1510
56 O 2.234 3.155 -1.413  0.0769
57 H 2.125 4.890 -0.369  0.1199
58 H 0.536 4.393 -0.559  0.1767
59 H 1.370 2.713 1.533  0.1822
60 H 2.967 3.730 1.570  0.1820
61 C 3.706 -0.315 1.771  -0.1509
62 C 5.101 0.046 1.322  -0.1421
63 O 5.609 1.093 2.107  0.1150
64 C 4.740 1.451 2.941  -0.6177
65 O 4.978 2.197 3.868  0.1466
66 O 3.602 0.745 2.677  0.0061
67 H 3.426 -1.309 2.372  0.1706
68 H 2.865 -0.200 0.891  0.1501
69 H 5.166 0.373 0.227  0.1373
70 H 5.760 -0.921 1.388  0.1611
71 C -3.464 -4.100 2.228  -0.0437
72 C -3.520 -2.641 2.535  -0.1436
73 O -2.445 -2.394 3.360  0.0736
74 C -1.821 -3.532 3.632  -0.5746
75 O -0.886 -3.689 4.496  0.0585
76 O -2.277 -4.503 2.967  0.1188
77 H -3.306 -4.277 1.123  0.1557
78 H -4.250 -4.680 2.593  0.1116
79 H -4.440 -2.340 2.925  0.1185
80 H -3.349 -1.950 1.702  0.1163
81 C 0.950 -0.732 4.870  -0.0892
82 C -0.540 -0.367 5.224  -0.0860
83 O -0.377 0.780 6.136  0.0532
84 C 0.934 1.027 6.336  -0.6112
85 O 1.463 1.854 7.017  0.1461
86 O 1.688 0.090 5.793  0.0497
87 H 1.092 -0.770 3.811  0.0596
88 H 1.126 -2.030 5.244  0.2079
89 H -1.245 -0.861 5.788  0.0888
90 H -1.053 -0.231 4.183  0.1316

=====

Entry 3:
# C24H40O24S4

A structure of composition C24H40O24S4 at a distorted geometry (the ωB97M-V functional and the def2-TZVPD basis, the OMol25 dataset).

Summary:
Kohn-Sham gap, eV: 9.8
M, g mol⁻¹: 840.8
E, hartree: -4336.71751
Largest force on an atom, Eh/bohr: 0.113
Relative energy (zero: lowest compared OMol25 entry of this formula, charge and spin), kcal/mol: 99.1

Each line ends with the Löwdin charge.
Positions of all 92 atoms, in Å:
1 O -9.170 -20.203 -17.868  0.1077
2 C -10.296 -20.574 -18.118  -0.5258
3 O -11.223 -20.471 -17.179  0.0468
4 C -12.511 -20.821 -17.777  -0.0979
5 C -12.224 -20.801 -19.350  -0.1371
6 C -10.767 -21.144 -19.412  -0.1016
7 H -13.294 -20.142 -17.440  0.1001
8 H -12.873 -21.819 -17.528  0.1210
9 H -12.323 -19.855 -19.881  0.1187
10 H -12.783 -21.596 -19.843  0.1086
11 H -10.166 -20.701 -20.206  0.1320
12 H -10.456 -22.188 -19.376  0.1376
13 O -16.974 -19.347 -13.474  0.0479
14 C -18.067 -19.435 -12.825  -0.4708
15 O -19.255 -19.574 -13.390  0.0395
16 C -20.307 -19.366 -12.454  -0.1190
17 C -19.599 -19.835 -11.156  -0.1362
18 C -18.142 -19.451 -11.395  -0.0822
19 H -21.199 -19.987 -12.536  0.1348
20 H -20.503 -18.304 -12.303  0.1283
21 H -19.689 -20.887 -10.888  0.1183
22 H -20.139 -19.310 -10.368  0.1146
23 H -17.389 -20.207 -11.173  0.1414
24 H -17.844 -18.517 -10.917  0.1434
25 O -10.674 -22.263 -13.756  0.0793
26 C -11.800 -21.753 -13.862  -0.4542
27 O -12.702 -22.325 -14.671  0.0465
28 C -13.886 -21.506 -14.653  -0.1685
29 C -13.753 -20.476 -13.563  -0.1686
30 C -12.285 -20.488 -13.144  -0.0434
31 H -14.714 -22.168 -14.402  0.1311
32 H -14.070 -20.873 -15.521  0.0868
33 H -14.388 -20.850 -12.760  0.1111
34 H -14.139 -19.518 -13.912  0.1034
35 H -12.211 -20.478 -12.057  0.1273
36 H -11.638 -19.759 -13.631  0.1335
37 O -16.115 -13.137 -13.549  0.1152
38 C -16.952 -13.999 -13.634  -0.5295
39 O -17.187 -14.630 -14.757  0.0438
40 C -18.235 -15.645 -14.632  -0.1033
41 C -18.989 -14.946 -13.563  -0.1966
42 C -18.012 -14.290 -12.613  -0.0603
43 H -17.766 -16.575 -14.311  0.1127
44 H -18.676 -15.875 -15.602  0.1250
45 H -19.768 -15.540 -13.085  0.1076
46 H -19.669 -14.164 -13.903  0.1258
47 H -17.803 -15.015 -11.827  0.1222
48 H -18.387 -13.371 -12.163  0.1323
49 C -16.959 -20.111 -16.632  -0.2682
50 C -16.178 -18.832 -16.571  -0.1705
51 O -15.929 -18.419 -17.911  -0.1792
52 S -16.442 -19.644 -18.937  0.7469
53 O -15.416 -20.004 -19.962  -0.2627
54 O -17.780 -19.329 -19.321  -0.2262
55 O -16.519 -20.767 -17.718  -0.1708
56 H -18.049 -20.104 -16.646  0.1230
57 H -16.590 -20.678 -15.777  0.1215
58 H -15.267 -18.801 -15.973  0.1236
59 H -16.861 -18.026 -16.304  0.1246
60 C -21.511 -20.854 -17.926  -0.2224
61 C -21.521 -21.083 -16.357  -0.0832
62 O -21.749 -19.777 -15.739  -0.2535
63 S -21.359 -18.502 -16.691  0.8274
64 O -19.913 -18.222 -16.503  -0.2774
65 O -22.365 -17.372 -16.679  -0.2612
66 O -21.605 -19.504 -18.095  -0.2131
67 H -22.110 -21.445 -18.618  0.1309
68 H -20.581 -21.006 -18.475  0.0919
69 H -20.545 -21.278 -15.913  0.1225
70 H -22.328 -21.792 -16.174  0.1297
71 C -17.442 -19.243 -24.280  -0.2889
72 C -16.319 -19.308 -23.376  -0.1448
73 O -16.702 -18.587 -22.145  -0.2278
74 S -17.865 -17.413 -22.550  0.7738
75 O -17.423 -16.096 -22.987  -0.2306
76 O -19.008 -17.426 -21.662  -0.2385
77 O -18.409 -18.409 -23.816  -0.1818
78 H -17.906 -20.205 -24.498  0.1274
79 H -17.215 -18.910 -25.293  0.1367
80 H -15.377 -18.907 -23.751  0.1396
81 H -16.164 -20.332 -23.035  0.1222
82 C -17.878 -22.518 -21.743  -0.1885
83 C -18.955 -21.504 -21.645  -0.1490
84 O -20.207 -22.235 -21.420  -0.1875
85 S -19.934 -23.513 -20.464  0.7603
86 O -20.753 -24.704 -20.774  -0.2452
87 O -19.893 -23.190 -19.006  -0.2787
88 O -18.447 -23.684 -21.170  -0.1794
89 H -17.063 -22.030 -21.210  0.1133
90 H -17.399 -22.608 -22.718  0.1319
91 H -19.184 -21.007 -22.588  0.1273
92 H -18.639 -20.660 -21.032  0.1055